*one*
This record from the OMol25 dataset describes an isolated molecule of CH5BOS. The level of theory is wB97M-V/def2-TZVPD.

Values from the calculation:
- lowest unoccupied orbital energy (alpha / beta) (eV) = -0.9 / -0.9
- orbital gap (alpha / beta) (eV) = 8.88 / 8.88

```
! wB97M-V def2-TZVPD RIJCOSX def2/J DEFGRID3
* xyz 0 1
B 0.750 -0.171 -0.134
C -0.635 -0.818 0.195
O 0.703 1.284 -0.057
S -1.971 0.206 -0.064
H 1.814 -0.788 0.365
H -1.015 -1.902 0.194
H 0.716 -0.593 -1.239
H 0.829 1.467 0.868
H -1.190 1.315 -0.128
*
```

---

*two*
This record from the OMol25 dataset describes an isolated molecule of CH5BOS. The level of theory is wB97M-V/def2-TZVPD.

Values from the calculation:
- lowest unoccupied orbital energy (eV) = 0.1
- orbital gap (eV) = 8.82

```
! wB97M-V def2-TZVPD RIJCOSX def2/J DEFGRID3
* xyz 0 1
B 0.311 -0.075 -0.319
C 0.686 -0.510 1.242
O -1.059 0.871 -0.257
S -0.115 0.010 2.499
H 1.094 0.740 -0.417
H 1.433 -1.320 1.447
H -0.049 -0.630 -1.204
H -1.911 0.391 -0.400
H -1.013 0.857 0.719
*
```

---

Short version: *two* is the least stable of them.

---

*one*
This record from the OMol25 dataset describes an isolated molecule of C22H24N4O5S. The level of theory is wB97M-V/def2-TZVPD.

Values from the calculation:
- lowest unoccupied orbital energy (eV) = 0.6
- orbital gap (eV) = 9.09

```
! wB97M-V def2-TZVPD RIJCOSX def2/J DEFGRID3
* xyz 0 1
C -5.681 -1.985 0.927
C -4.483 -2.562 0.194
H -4.663 -3.595 -0.120
H -3.584 -2.522 0.816
O -4.251 -1.803 -0.999
C -3.063 -1.279 -1.206
O -2.083 -1.461 -0.521
C -3.068 -0.405 -2.440
H -3.878 -0.689 -3.108
H -2.104 -0.440 -2.946
S -3.378 1.353 -1.959
C -3.133 1.212 -0.232
N -4.016 0.808 0.637
N -3.413 0.736 1.827
C -2.171 1.116 1.682
N -1.933 1.444 0.379
C -0.712 1.886 -0.178
C -0.215 3.133 0.163
C 1.021 3.537 -0.303
C 1.771 2.690 -1.114
C 1.244 1.450 -1.481
C 0.014 1.047 -1.014
H -0.373 0.070 -1.258
H 1.836 0.806 -2.111
O 3.005 2.972 -1.597
C 3.649 4.143 -1.150
H 4.646 4.115 -1.587
H 3.729 4.160 -0.060
H 3.130 5.044 -1.495
H 1.395 4.503 -0.008
H -0.789 3.785 0.806
C -1.101 1.052 2.712
N -0.068 0.141 2.269
C 1.164 0.579 1.899
O 1.543 1.711 2.141
C 2.025 -0.420 1.216
C 1.535 -1.517 0.516
C 2.395 -2.383 -0.135
C 3.770 -2.169 -0.097
C 4.265 -1.058 0.592
C 3.403 -0.198 1.230
H 3.775 0.667 1.757
H 5.331 -0.896 0.604
O 4.698 -2.960 -0.692
C 4.268 -4.102 -1.393
H 5.174 -4.577 -1.766
H 3.736 -4.800 -0.738
H 3.626 -3.836 -2.240
H 1.979 -3.220 -0.675
H 0.474 -1.702 0.432
H -0.368 -0.784 2.004
H -0.617 2.024 2.854
H -1.543 0.716 3.654
H -5.865 -2.562 1.828
H -6.561 -2.023 0.291
H -5.482 -0.951 1.193
*
```

---

*two*
This record from the OMol25 dataset describes an isolated molecule of C22H24N4O5S. The level of theory is wB97M-V/def2-TZVPD.

Values from the calculation:
- lowest unoccupied orbital energy (eV) = -0.3
- orbital gap (eV) = 7.69

```
! wB97M-V def2-TZVPD RIJCOSX def2/J DEFGRID3
* xyz 0 1
C 5.618 5.288 -0.324
C 4.819 4.466 0.624
C 5.285 3.787 1.711
C 4.240 3.105 2.397
C 2.997 3.288 1.801
N 1.831 2.767 2.237
C 1.902 2.011 3.280
N 3.061 1.762 3.940
C 4.316 2.274 3.576
O 5.289 1.999 4.247
H 3.074 1.116 4.720
C 0.629 1.394 3.803
H 0.865 0.628 4.552
H -0.013 2.163 4.240
O -0.137 0.825 2.757
C 0.518 -0.091 2.012
O 1.653 -0.428 2.254
C -0.304 -0.620 0.915
C 0.215 -1.614 0.102
C -0.530 -2.137 -0.946
C -1.872 -1.729 -1.173
N -2.684 -2.353 -2.054
C -3.759 -1.679 -2.744
H -3.702 -0.606 -2.562
C -5.132 -2.237 -2.357
C -6.242 -1.499 -3.097
H -6.113 -1.600 -4.173
H -7.213 -1.907 -2.828
H -6.234 -0.440 -2.849
C -5.134 -3.731 -2.679
C -3.973 -4.414 -1.966
C -2.629 -3.770 -2.327
H -1.857 -4.242 -1.719
H -2.389 -3.939 -3.383
H -4.118 -4.338 -0.885
H -3.935 -5.472 -2.228
H -6.078 -4.183 -2.369
H -5.035 -3.867 -3.758
H -5.273 -2.107 -1.278
H -3.607 -1.841 -3.819
C -2.339 -0.657 -0.378
C -1.586 -0.123 0.633
H -1.981 0.676 1.240
H -3.337 -0.283 -0.536
N 0.178 -2.966 -1.874
O 1.120 -3.611 -1.460
O -0.167 -2.934 -3.043
H 1.226 -1.962 0.257
S 3.096 4.294 0.406
C 6.718 3.765 2.123
H 6.834 3.153 3.012
H 7.068 4.775 2.335
H 7.336 3.357 1.325
H 4.977 5.723 -1.086
H 6.130 6.091 0.207
H 6.377 4.675 -0.811
*
```

---

Short version: *two* is the least stable of them.

---

*one*
This record from the OMol25 dataset describes a structure of composition C6H12O6. The level of theory is wB97M-V/def2-TZVPD.

Values from the calculation:
- lowest unoccupied orbital energy (eV) = 0.1
- orbital gap (eV) = 10.36

```
! wB97M-V def2-TZVPD RIJCOSX def2/J DEFGRID3
* xyz 0 1
C -2.293 0.128 1.009
C -1.145 -0.880 0.735
C -0.466 -0.585 -0.637
C 0.308 0.750 -0.684
C 1.904 0.702 -0.324
C 2.537 -0.762 -0.513
H -3.547 -0.179 -0.961
H -1.740 1.111 1.616
H -3.299 -0.219 1.861
H -1.518 -1.939 0.692
H 0.002 0.348 1.876
H 0.316 -1.300 -0.984
H -2.074 0.073 -1.490
H 0.300 0.574 -1.787
H 0.577 2.240 0.834
H 3.134 -0.571 -1.710
H 1.743 -1.684 -0.422
H 3.825 0.209 0.624
O -3.133 0.720 -0.312
O -0.206 -0.685 1.897
O -1.473 -0.829 -1.693
O -0.066 1.953 -0.116
O 2.420 1.611 0.214
O 3.893 -0.786 0.277
*
```

---

*two*
This record from the OMol25 dataset describes a cluster of 2 separate species, C6H12O6 in total. The level of theory is wB97M-V/def2-TZVPD.

Values from the calculation:
- lowest unoccupied orbital energy (eV) = 0.8
- orbital gap (eV) = 11.27

```
! wB97M-V def2-TZVPD RIJCOSX def2/J DEFGRID3
* xyz 0 1
C 1.349 1.785 0.706
O 2.373 1.025 1.100
C 2.116 -0.114 1.714
O 0.977 -0.566 1.858
O 3.310 -0.728 2.043
C 3.198 -2.130 2.409
H 1.877 2.799 0.300
H 0.621 1.909 1.346
H 1.028 1.111 -0.171
H 2.979 -2.203 3.444
H 4.193 -2.539 2.263
H 2.644 -2.670 1.694
C -2.616 1.877 0.142
O -3.104 1.015 -0.902
C -2.273 0.292 -1.711
O -1.102 0.584 -1.875
O -2.818 -0.525 -2.600
C -2.022 -1.566 -3.102
H -3.502 2.167 0.593
H -2.012 2.694 -0.252
H -1.785 1.488 0.840
H -1.621 -2.115 -2.495
H -1.078 -1.391 -3.731
H -2.732 -2.196 -3.613
*
```

---

Short version: *one* is the least stable of them.

---

*one*
This record from the OMol25 dataset describes a structure of composition CH2O4S. The level of theory is wB97M-V/def2-TZVPD.

Values from the calculation:
- lowest unoccupied orbital energy (eV) = -1.3
- orbital gap (eV) = 10.15

```
! wB97M-V def2-TZVPD RIJCOSX def2/J DEFGRID3
* xyz 0 1
C 0.564 -1.161 -0.728
O 0.402 0.772 1.685
O -0.118 1.606 -0.541
O -0.398 -1.039 0.030
O -1.953 1.233 1.005
S -0.564 1.031 0.705
H 1.283 -1.880 -0.558
H 0.785 -0.563 -1.596
*
```

---

*two*
This record from the OMol25 dataset describes a cluster of 2 separate species, CH2O4S in total. The level of theory is wB97M-V/def2-TZVPD.

Values from the calculation:
- lowest unoccupied orbital energy (eV) = 0.2
- orbital gap (eV) = 12.22

```
! wB97M-V def2-TZVPD RIJCOSX def2/J DEFGRID3
* xyz 0 1
C -0.451 1.901 -1.117
O 0.432 1.858 -1.824
O -0.614 0.165 1.322
O -0.372 -0.750 -0.979
O 1.737 -0.385 0.319
S 0.362 -0.731 0.307
H -1.416 -0.063 1.004
H 0.323 -1.996 0.967
*
```

---

Short version: *one* is the least stable of them.

---

*one*
This record from the OMol25 dataset describes a cluster of 2 separate species, H6N2 in total. The level of theory is wB97M-V/def2-TZVPD.

Values from the calculation:
- lowest unoccupied orbital energy (eV) = 1.2
- orbital gap (eV) = 10.86

```
! wB97M-V def2-TZVPD RIJCOSX def2/J DEFGRID3
* xyz 0 1
N 2.363 -2.749 -0.945
H 2.448 -3.706 -0.992
H 1.710 -2.350 -1.576
H 2.383 -2.484 0.037
N -2.278 2.773 0.968
H -2.923 3.411 1.311
H -1.594 3.108 0.381
H -2.620 1.852 0.678
*
```

---

*two*
This record from the OMol25 dataset describes a cluster of 2 separate species, H6N2 in total. The level of theory is wB97M-V/def2-TZVPD.

Values from the calculation:
- lowest unoccupied orbital energy (eV) = 0.9
- orbital gap (eV) = 11.13

```
! wB97M-V def2-TZVPD RIJCOSX def2/J DEFGRID3
* xyz 0 1
N 0.844 0.817 -1.843
H 0.446 1.409 -2.579
H 0.842 1.372 -0.981
H 0.190 0.041 -1.699
N -0.639 -1.185 1.716
H -0.692 -0.991 2.721
H -1.294 -0.545 1.254
H 0.302 -0.919 1.410
*
```

---

Short version: *one* is the least stable of them.

---

*one*
This record from the OMol25 dataset describes a cluster of 2 separate species, H6N2 in total. The level of theory is wB97M-V/def2-TZVPD.

Values from the calculation:
- lowest unoccupied orbital energy (eV) = 1.1
- orbital gap (eV) = 11.17

```
! wB97M-V def2-TZVPD RIJCOSX def2/J DEFGRID3
* xyz 0 1
N 1.043 1.871 -2.689
H 0.277 1.579 -3.304
H 0.728 1.716 -1.726
H 1.821 1.224 -2.856
N -1.078 -1.480 2.406
H -1.763 -1.520 3.167
H -0.274 -0.949 2.756
H -0.754 -2.440 2.247
*
```

---

*two*
This record from the OMol25 dataset describes a cluster of 2 separate species, H6N2 in total. The level of theory is wB97M-V/def2-TZVPD.

Values from the calculation:
- lowest unoccupied orbital energy (eV) = 1.0
- orbital gap (eV) = 10.99

```
! wB97M-V def2-TZVPD RIJCOSX def2/J DEFGRID3
* xyz 0 1
H -1.507 -0.549 0.716
H -2.246 0.789 0.230
H -2.388 -0.515 -0.630
H 1.570 -0.772 0.187
H 2.157 0.653 0.657
H 1.895 0.432 -0.934
N -1.742 0.027 -0.126
N 2.261 -0.064 -0.101
*
```

---

Short version: *two* is the least stable of them.